[1]
The following is a quantum chemistry calculation of the molecule C2HN3OS2, from the Open Molecules 2025 dataset.

The orbital gap comes out at 7.8 eV. The LUMO energy comes out at -1.82 eV. Its net charge is 0. As for the energy relative to the best compared isomer or geometry (same formula, charge and spin): 0.032 eV.

Last column: natural (NBO) charge in e.
CARTESIAN COORDINATES (ANGSTROEM)
S: -1.897 0.390 1.994  0.0653
C: -0.996 -0.013 0.708  0.1285
N: -1.496 -0.950 -0.250  -0.1713
N: -0.873 -1.312 -1.227  0.2332
O: 0.467 -0.776 -1.472  -0.3745
C: 1.035 0.101 -0.637  0.3383
S: 2.527 0.689 -0.901  -0.0582
N: 0.262 0.451 0.446  -0.6113
H: 0.694 1.089 1.098  0.4501

[2]
The following is a quantum chemistry calculation of a cluster of 2 separate species, C2HN4 in total, from the Open Molecules 2025 dataset.

The orbital gap comes out at 8.8 eV. The LUMO energy comes out at -6.75 eV. Its net charge is +1. As for the energy relative to the best compared isomer or geometry (same formula, charge and spin): 4.770 eV.

Last column: natural (NBO) charge in e.
CARTESIAN COORDINATES (ANGSTROEM)
C: -0.265 0.938 0.827  0.5335
C: 0.347 -1.059 0.726  0.3637
N: -0.322 1.428 -0.278  -0.4179
N: -0.344 1.730 -1.449  0.2960
N: -0.439 2.128 -2.477  0.3061
N: 0.461 -2.117 1.144  -0.5645
H: 0.562 -3.048 1.506  0.4831

[3]
The following is a quantum chemistry calculation of a structure of composition C2HN5O, from the Open Molecules 2025 dataset.

The orbital gap comes out at 8.4 eV. The LUMO energy comes out at -2.34 eV. Its net charge is 0. As for the energy relative to the best compared isomer or geometry (same formula, charge and spin): 4.466 eV.

Last column: natural (NBO) charge in e.
CARTESIAN COORDINATES (ANGSTROEM)
C: -2.525 -0.785 0.339  0.6007
C: 0.275 -1.030 0.122  0.8878
N: -1.961 0.135 -0.440  -0.3342
N: -2.981 0.905 -0.463  -0.0493
N: -4.045 0.321 0.207  -0.0506
N: -3.772 -0.827 0.735  -0.2959
N: -0.422 -1.917 0.450  -0.7678
O: 0.715 -0.110 -0.412  -0.4222
H: -0.175 -2.690 1.009  0.4315

[4]
The following is a quantum chemistry calculation of a structure of composition C2HN5O, from the Open Molecules 2025 dataset.

The orbital gap comes out at 8.5 eV. The LUMO energy comes out at -2.02 eV. Its net charge is 0. As for the energy relative to the best compared isomer or geometry (same formula, charge and spin): 4.738 eV.

Last column: natural (NBO) charge in e.
CARTESIAN COORDINATES (ANGSTROEM)
C: 0.014 -0.888 0.690  0.7057
C: -0.052 1.519 -0.171  0.1311
H: -0.040 2.659 0.087  0.2342
N: -1.217 -0.345 0.423  -0.1168
N: -1.219 0.922 0.009  -0.1821
N: 1.042 1.009 -0.776  -0.2003
N: 0.622 -0.121 -1.324  0.0611
N: 0.013 -1.075 -0.777  -0.1695
O: 0.697 -1.146 1.740  -0.4634